{
  "formula": "C2Cl2FO4S",
  "method": "the ωB97M-V functional and the def2-TZVPD basis",
  "elements": ["C", "C", "O", "O", "O", "O", "F", "S", "Cl", "Cl"],
  "xyz": [[-0.7640, 3.1270, -0.1890], [-0.8572, 2.1526, 0.5999], [-0.6948, 4.0065, -0.9948], [1.7671, -1.8445, 0.4456], [-0.5398, -1.8136, -0.2275], [1.2120, -2.4780, -1.8027], [0.5572, -3.9565, 0.0868], [0.8064, -2.3178, -0.4627], [-0.7806, 0.3906, 0.3033], [-0.7063, 2.7337, 2.2409]],
  "lowdin_charge": [-0.35, -1.04, 0.12, -0.32, -0.55, -0.31, -0.32, 0.38, 0.77, 0.60],
  "total_charge": -1,
  "de_lowest_kj_mol": 30.4,
  "homo_lumo_gap_ev": 8.70,
  "total_energy_ev": -48862.09268,
  "molar_mass_g_mol": 209.99,
  "homo_ev": -6.22
}